# HN5OS

2 unconnected molecules or ions with the total composition HN5OS (the ωB97M-V functional and the def2-TZVPD basis, the OMol25 dataset).

Its energy above the lowest of the compared OMol25 structures with the same formula, charge and spin is 388.3 kJ/mol. The LUMO energy is 6.4 eV. As for the calculated total energy: -747.50458 hartree.

Structure (ORCA input):
```
! wB97M-V def2-TZVPD RIJCOSX def2/J DEFGRID3
* xyz -2 1
N -0.5238 -0.7131 0.3937
N -0.1371 1.0846 -0.7948
N 1.0001 0.4589 -0.8308
N 0.7137 -0.6497 -0.0504
N -1.0348 0.3939 -0.1209
O 1.4060 -1.6810 -0.1002
S -2.6766 0.6694 0.1173
H 1.2525 0.4370 1.3861
*
```



# HNO

2 unconnected molecules or ions with the total composition HNO (the ωB97M-V functional and the def2-TZVPD basis, the OMol25 dataset).

Its energy above the lowest of the compared OMol25 structures with the same formula, charge and spin is 158.8 kJ/mol. The LUMO energy (alpha / beta) is -0.3 / -0.3 eV. As for the calculated total energy: -130.43371 hartree.

Structure (ORCA input):
```
! wB97M-V def2-TZVPD RIJCOSX def2/J DEFGRID3
* xyz 0 1
N -1.4604 -0.5687 0.0028
O -2.1737 0.3186 -0.0026
H -0.0576 0.2467 -0.0193
*
```